[1]
Density functional theory data (ωB97M-V/def2-TZVPD) for C28H50AsBrFIN7OS5SbSi3Ti as an isolated structure.

Cartesian coordinates (Å):
Ti (0.4557, 0.2511, 1.7283)
S (-5.8071, -2.5400, 1.9101)
Sb (-3.8253, -3.6443, 2.1373)
S (-0.2362, -1.3226, 3.2326)
S (-0.6319, -1.7833, 1.2675)
S (-3.7454, -5.3121, 0.5904)
C (0.6438, -0.0659, 7.5985)
C (1.1441, 1.2776, 7.0649)
C (0.4882, 1.6153, 5.7653)
N (0.9352, 1.2132, 4.6367)
N (0.1173, 1.5191, 3.5857)
C (-0.9350, 2.2114, 3.9244)
N (-1.8482, 2.7189, 3.0598)
S (-1.0155, 2.4909, 5.6342)
H (1.1490, -0.3226, 8.5307)
H (0.8415, -0.8496, 6.8676)
H (-0.4311, -0.0397, 7.7857)
H (2.2156, 1.2244, 6.8690)
H (0.9715, 2.0744, 7.7918)
H (-1.7542, 2.3109, 2.1294)
H (-2.7978, 2.7474, 3.4001)
N (1.7554, -0.4823, 0.2306)
C (2.7536, -0.9999, -0.0385)
N (3.8772, -1.4797, -0.5035)
C (5.0634, -0.6209, -0.5625)
C (5.9489, -1.1575, -1.6701)
O (6.2773, -2.5218, -1.4653)
C (5.1109, -3.3306, -1.4188)
C (4.1807, -2.9023, -0.3013)
H (5.5619, -0.6450, 0.4116)
H (4.7461, 0.4008, -0.7738)
H (6.8911, -0.6103, -1.6946)
H (5.4430, -1.0429, -2.6396)
H (5.4475, -4.3542, -1.2583)
H (4.5837, -3.2733, -2.3815)
H (4.6440, -3.0200, 0.6830)
H (3.2493, -3.4677, -0.3248)
F (-0.9094, 1.2201, 1.0192)
Br (-7.1319, 2.4446, 3.1412)
C (-5.5601, 1.3893, 2.9483)
C (-5.0156, 0.7699, 4.0562)
C (-3.8636, 0.0177, 3.8551)
N (-3.2707, -0.1138, 2.6790)
C (-3.8292, 0.4719, 1.6290)
C (-4.9785, 1.2486, 1.7030)
H (-5.4759, 0.8467, 5.0306)
H (-3.3924, -0.4984, 4.6861)
H (-3.3211, 0.3248, 0.6827)
H (-5.3993, 1.7098, 0.8209)
C (-3.1697, 2.1029, -1.6779)
Si (-1.9198, 1.5558, -2.9666)
C (-0.6154, 2.9015, -3.1100)
C (-2.8180, 1.3526, -4.6098)
As (-0.8574, -0.3252, -2.1149)
Si (0.9634, -0.5870, -3.5524)
C (2.3259, 0.5928, -3.0181)
C (0.6263, -0.2866, -5.3849)
C (1.5997, -2.3466, -3.3669)
Si (-2.2355, -2.2003, -2.5081)
C (-1.3175, -3.6806, -1.8316)
C (-2.6327, -2.5150, -4.3247)
C (-3.7969, -1.8490, -1.5571)
H (-3.6965, 3.0079, -1.9944)
H (-2.6495, 2.3063, -0.7387)
H (-3.9087, 1.3214, -1.4892)
H (-1.0841, 3.8858, -3.2030)
H (0.0318, 2.7502, -3.9767)
H (0.0096, 2.8946, -2.2119)
H (-3.2305, 2.3045, -4.9582)
H (-3.6446, 0.6478, -4.4970)
H (-2.1517, 0.9610, -5.3800)
H (2.1646, 1.5965, -3.4160)
H (3.2988, 0.2385, -3.3744)
H (2.3500, 0.6813, -1.9302)
H (0.3653, 0.7590, -5.5633)
H (-0.2055, -0.9030, -5.7327)
H (1.5059, -0.5212, -5.9924)
H (1.6153, -2.6406, -2.3147)
H (2.6157, -2.4299, -3.7633)
H (0.9607, -3.0585, -3.8975)
H (-0.6978, -4.1607, -2.5942)
H (-2.0414, -4.4037, -1.4435)
H (-0.6800, -3.3946, -0.9915)
H (-1.7187, -2.5845, -4.9183)
H (-3.2499, -1.7202, -4.7469)
H (-3.1746, -3.4605, -4.4243)
H (-3.5504, -1.5673, -0.5295)
H (-4.4289, -2.7384, -1.4843)
H (-4.3772, -1.0368, -2.0026)
I (4.1223, -1.0670, 3.1819)
C (1.8922, 1.8282, 1.3494)
C (2.8826, 2.3352, 2.2039)
C (3.6811, 3.3899, 1.8000)
C (3.4755, 3.9503, 0.5458)
C (2.4748, 3.4095, -0.2433)
N (1.7140, 2.3810, 0.1310)
H (3.0386, 1.8695, 3.1685)
H (4.4626, 3.7667, 2.4515)
H (4.0756, 4.7774, 0.1851)
H (2.2801, 3.8112, -1.2361)

Properties
- strongest force on any atom (eV/Å) = 0.6
- spin multiplicity = 1
- E_tot (eV) = -291496.6748
- net charge = -2
- frontier orbital gap (hartree) = 0.203
- HOMO (eV) = -2.055
- energy above the lowest of the compared OMol25 structures with the same formula, charge and spin (kcal/mol) = 0.0

=====

[2]
Density functional theory data (ωB97M-V/def2-TZVPD) for C28H50CoP2Si as an isolated structure at a distorted geometry.

Cartesian coordinates (Å):
Co (2.1265, 1.8682, 1.0650)
C (-2.8459, 0.1477, 2.0025)
C (-2.8028, 1.4254, 1.3793)
C (-3.0809, -0.1486, -0.2637)
C (-2.9630, -0.8240, 0.9900)
C (-3.0866, 1.2387, -0.0049)
C (-2.6894, -0.1300, 3.4429)
H (-2.3181, 0.7438, 3.9836)
H (-2.0321, -0.9915, 3.6132)
H (-3.6469, -0.3528, 3.9229)
C (-3.1026, -2.2697, 1.1723)
H (-2.9968, -2.5461, 2.2175)
H (-2.3908, -2.8462, 0.5896)
H (-4.1025, -2.5734, 0.8555)
C (-3.3156, -0.8165, -1.5464)
H (-4.2011, -1.4540, -1.4615)
H (-2.4918, -1.4606, -1.8575)
H (-3.5198, -0.1068, -2.3446)
C (-3.3887, 2.2984, -0.9781)
H (-4.4766, 2.4501, -1.0631)
H (-3.0324, 2.0396, -1.9827)
H (-2.9914, 3.2702, -0.6616)
C (-2.7083, 2.7140, 2.0791)
H (-3.6649, 3.1457, 2.4459)
H (-2.2626, 3.4473, 1.3959)
H (-2.0412, 2.6045, 2.9426)
C (3.6915, 0.9915, 1.1931)
C (3.2117, 1.5560, 2.4132)
C (3.2372, 3.0160, 2.7402)
C (3.2435, 3.9759, 1.5257)
C (2.3676, 3.6072, 0.3459)
C (2.7665, 2.8676, -0.7884)
C (4.0851, 2.2334, -1.0032)
C (4.7088, 1.5801, 0.2609)
H (4.1757, 3.1187, 3.2963)
H (4.2684, 4.0254, 1.1159)
H (2.4074, 3.2118, 3.4473)
H (5.3286, 2.3033, 0.8201)
H (3.6408, -0.1092, 1.0766)
H (2.9537, 0.8192, 3.1884)
H (5.3340, 0.7436, -0.1117)
H (3.9667, 1.4549, -1.7795)
H (2.2372, 3.0298, -1.7419)
H (4.8239, 2.9608, -1.3821)
H (2.8160, 4.9292, 1.8995)
H (1.4025, 4.1671, 0.2656)
P (0.9704, -1.1147, 0.6997)
C (2.1821, -2.2491, 1.3067)
C (0.4615, -0.1600, 2.1031)
P (-0.1627, 0.9653, -1.2153)
C (1.4107, 0.1945, -0.5377)
C (-0.2678, 2.7659, -1.5527)
C (-0.1099, 0.2570, -2.8927)
H (2.0291, -3.1692, 0.7320)
H (1.9490, -2.4298, 2.3743)
H (3.2054, -1.8647, 1.1960)
H (1.2297, 0.3875, 2.6484)
H (-0.0817, -0.7880, 2.8061)
H (-0.2551, 0.5524, 1.7087)
H (0.8848, 0.3803, -3.3272)
H (-0.8486, 0.7703, -3.5008)
H (-0.3719, -0.7967, -2.8595)
H (2.0219, -0.2500, -1.3473)
H (2.2059, 0.8137, -0.0950)
H (-1.1046, 2.9545, -2.2368)
H (0.6107, 3.2238, -1.9987)
H (-0.4607, 3.3318, -0.6340)
C (-2.6184, -4.2934, -2.5573)
Si (-0.8260, -4.2048, -2.0808)
C (-0.2798, -5.5947, -0.9771)
C (0.3161, -3.9842, -3.5489)
C (-0.6919, -2.6909, -1.0379)
C (-0.2840, -1.9154, -0.1559)
H (-2.7503, -5.2704, -3.0321)
H (-2.8964, -3.4995, -3.2614)
H (-3.2689, -4.2280, -1.6754)
H (-0.3820, -6.5615, -1.4857)
H (0.7726, -5.4468, -0.6968)
H (-0.8798, -5.6130, -0.0566)
H (-0.1328, -3.3163, -4.3000)
H (1.2725, -3.5514, -3.2133)
H (0.5103, -4.9602, -4.0138)

Properties
- strongest force on any atom (eV/Å) = 7.6
- spin multiplicity = 5
- E_tot (eV) = -93914.7642
- net charge = +1
- frontier orbital gap (alpha / beta) (hartree) = 0.192 / 0.218
- HOMO (alpha / beta) (eV) = -7.684 / -9.275
- energy above the lowest of the compared OMol25 structures with the same formula, charge and spin (kcal/mol) = 121.2

=====

[3]
Density functional theory data (ωB97M-V/def2-TZVPD) for a 4-piece molecular cluster, C28H50F5N2O10P overall at a distorted geometry.

Cartesian coordinates (Å):
C (4.7409, 1.9826, -0.6951)
C (5.7723, 0.7908, -1.1695)
C (5.2143, -0.6668, -0.5715)
C (3.9435, -1.1668, -1.4822)
C (3.1289, -2.4584, -0.8601)
C (2.4483, -2.1795, 0.6055)
C (0.7823, -2.0626, 0.5536)
C (0.2413, -0.8929, -0.4576)
C (-0.0816, 0.5567, 0.3106)
C (1.0108, 1.1032, 1.4015)
C (0.9008, 0.4428, 2.8978)
C (2.3474, -0.0806, 3.5172)
N (2.2424, -1.1496, 4.6227)
O (3.5564, 0.3697, 3.0893)
O (0.1579, 1.4988, -0.8329)
C (-0.9662, 1.3451, -1.7796)
O (-1.0514, 1.5665, -3.0942)
O (-2.1094, 0.8589, -0.9393)
C (-1.6779, 0.8607, 0.4963)
P (-2.6807, -0.6206, 1.2399)
N (-3.9656, -0.9453, 0.2961)
C (-2.2027, 2.1458, 1.3587)
F (-1.7125, 2.2224, 2.7534)
F (-3.7026, 1.9914, 1.4624)
C (-1.9526, 3.6106, 0.6698)
F (-2.6473, 3.7853, -0.6566)
F (-2.6256, 4.6134, 1.5792)
F (-0.5371, 4.0363, 0.5840)
H (3.6515, 1.8225, -1.1059)
H (5.1523, 3.0250, -1.1033)
H (4.7267, 2.1118, 0.4899)
H (5.8689, 0.6614, -2.3314)
H (6.7919, 0.9808, -0.6182)
H (4.9588, -0.4586, 0.5581)
H (6.0804, -1.4543, -0.5834)
H (3.2158, -0.2738, -1.7897)
H (4.4089, -1.5496, -2.5129)
H (2.2903, -2.7540, -1.6311)
H (3.8910, -3.3661, -0.8370)
H (2.6797, -3.0960, 1.3045)
H (2.9621, -1.2274, 1.0508)
H (0.3143, -2.0432, 1.6318)
H (0.4318, -3.0996, 0.0767)
H (1.0594, -0.6203, -1.2777)
H (-0.6857, -1.3259, -1.0267)
H (2.0847, 0.7957, 0.9774)
H (1.0465, 2.2660, 1.5371)
H (0.0355, -0.3726, 3.0030)
H (0.5588, 1.3265, 3.6225)
H (2.0710, -2.0709, 4.1297)
H (1.3676, -0.9349, 5.1775)
H (-3.2050, -0.3282, 2.5658)
H (-1.8922, -1.8323, 1.3495)
H (-4.8359, -0.7960, 0.8803)
O (2.6214, -2.3899, -3.5983)
C (2.5234, -1.9793, -4.7509)
O (2.7936, -2.7969, -5.7936)
C (2.5454, -2.4730, -7.1741)
C (3.6941, -1.6749, -7.7580)
C (2.1917, -0.5419, -5.0246)
H (1.5797, -1.9730, -7.2933)
H (2.4661, -3.4272, -7.7061)
H (3.8232, -0.7186, -7.2445)
H (3.5259, -1.4770, -8.8205)
H (4.6360, -2.2227, -7.6460)
H (3.1017, 0.0588, -4.9396)
H (1.4651, -0.2057, -4.2766)
H (1.7296, -0.3710, -5.9941)
O (-9.2712, 5.5777, -2.8581)
C (-8.1194, 5.1590, -2.7901)
O (-7.1221, 5.9666, -2.3635)
C (-5.7789, 5.5312, -2.0830)
C (-4.9448, 5.4996, -3.3481)
C (-7.7795, 3.7764, -3.2634)
H (-5.7784, 4.5745, -1.5522)
H (-5.3533, 6.2671, -1.3923)
H (-5.3438, 4.7893, -4.0770)
H (-3.9116, 5.2198, -3.1224)
H (-4.9464, 6.4824, -3.8317)
H (-7.6592, 3.7886, -4.3504)
H (-8.6053, 3.1069, -2.9983)
H (-6.8890, 3.3568, -2.8014)
O (1.3478, -4.3955, 5.4101)
C (0.4132, -4.0022, 6.1019)
O (0.4898, -4.0585, 7.4510)
C (-0.4672, -3.4697, 8.3509)
C (-1.6421, -4.4003, 8.5764)
C (-0.8647, -3.5376, 5.4678)
H (-0.7737, -2.4780, 8.0052)
H (0.0556, -3.3168, 9.3012)
H (-2.1852, -4.5969, 7.6484)
H (-2.3401, -3.9720, 9.3016)
H (-1.2955, -5.3697, 8.9505)
H (-1.4788, -4.4077, 5.2188)
H (-0.6177, -2.9943, 4.5489)
H (-1.4388, -2.8482, 6.0824)

Properties
- strongest force on any atom (eV/Å) = 9.8
- spin multiplicity = 1
- E_tot (eV) = -76166.4882
- frontier orbital gap (hartree) = 0.325
- HOMO (eV) = -9.120
- SMILES string = CCCCCCCC[C@@]1(CCC(N)=O)OC(=O)O[C@]1([PH2]=N)C(F)(F)C(F)(F)F.CCOC(C)=O.CCOC(C)=O.CCOC(C)=O